a:
Density functional theory data (the ωB97M-V functional and the def2-TZVPD basis) for a 2-piece molecular cluster, C2H5FO overall.

As for the structure (SMILES): C=CF.O. The value obtained for the HOMO-LUMO gap is 11.0 eV. As for the LUMO energy: 0.8 eV.

```
! RIJCOSX wB97M-V def2-TZVPD def2/J DEFGRID3
* xyz 0 1
C -0.751 0.933 -1.148
C 0.352 0.967 -0.428
O 1.340 -1.282 1.386
F 1.447 1.717 -0.628
H -0.955 1.392 -2.120
H 0.613 -1.902 1.437
H -1.636 0.375 -0.654
H 0.520 0.594 0.671
H 0.900 -0.469 1.640
*
```

natural (NBO) atomic charge list, values in e, 4 entries: -0.52, 0.27, -0.91, -0.34


b:
Density functional theory data (the ωB97M-V functional and the def2-TZVPD basis) for a 2-piece molecular cluster, C2H5FO overall.

The value obtained for the HOMO-LUMO gap is 9.3 eV. As for the LUMO energy: 0.6 eV.

```
! RIJCOSX wB97M-V def2-TZVPD def2/J DEFGRID3
* xyz 0 1
C -1.455 -1.215 0.850
C 0.834 0.745 -0.694
O -1.219 -0.669 2.028
F 1.359 0.599 0.591
H -2.544 -1.481 0.936
H 1.488 1.261 -1.275
H -0.095 1.233 -0.463
H 0.525 -0.252 -0.891
H -0.461 -0.030 2.201
*
```

natural (NBO) atomic charge list, values in e, 4 entries: 0.10, -0.13, -0.68, -0.40


What is the stability order? It is a, b, from most stable to least stable.